Entry from the Open Molecules 2025 dataset: a cluster of 2 separate species, C9H27B2NO3P in total (ωB97M-V/def2-TZVPD).

Last column: natural (NBO) charge in e.
Geometry (Å):
C1 -4.123 1.813 0.363  -0.603
C2 -3.305 0.665 -0.220  -0.417
C3 -1.782 0.954 -0.253  -0.187
N1 -0.914 -0.118 0.177  -0.836
B1 -0.320 -1.089 -0.897  -0.469
B2 1.401 -1.020 -1.009  0.982
O1 2.190 -0.033 -0.372  -0.968
O2 2.173 -1.913 -1.764  -0.938
P1 -0.884 -2.976 -0.761  0.528
C4 -1.048 -3.320 1.049  -0.929
C5 -2.702 -2.990 -1.169  -0.701
C6 -2.961 -2.696 -2.655  -0.613
H1 -3.774 2.059 1.369  0.195
H2 -4.051 2.714 -0.252  0.191
H3 -5.183 1.555 0.440  0.191
H4 -3.455 -0.231 0.388  0.189
H5 -3.657 0.437 -1.230  0.191
H6 -1.501 1.221 -1.276  0.182
H7 -1.618 1.865 0.351  0.143
H8 -1.358 -0.618 0.937  0.337
H9 -0.701 -0.757 -2.029  -0.025
H10 2.464 0.631 -1.011  0.474
H11 1.640 -2.225 -2.504  0.486
H12 -1.720 -2.624 1.565  0.187
H13 -1.463 -4.323 1.182  0.205
H14 -0.069 -3.297 1.530  0.221
H15 -3.087 -3.978 -0.900  0.196
H16 -3.230 -2.265 -0.542  0.192
H17 -2.077 -2.269 -3.131  0.216
H18 -3.772 -1.975 -2.782  0.192
H19 -3.239 -3.600 -3.201  0.189
C7 3.836 1.534 2.233  -0.637
C8 3.902 2.852 1.487  0.092
C9 5.076 2.891 0.521  -0.629
O3 3.970 3.960 2.395  -0.724
H20 4.741 1.391 2.835  0.177
H21 2.978 1.518 2.904  0.220
H22 3.738 0.703 1.534  0.251
H23 2.973 2.997 0.935  0.185
H24 6.018 2.786 1.069  0.187
H25 5.102 3.840 -0.016  0.208
H26 5.012 2.077 -0.202  0.218
H27 4.778 3.855 2.909  0.450

Values from the calculation:
2S+1: 1
Energy: -1030.76401 a.u.
LUMO level: 2.924 eV
Net charge: -1

***

Entry from the Open Molecules 2025 dataset: a cluster of 2 separate species, C3H7N2O in total (ωB97M-V/def2-TZVPD).

Last column: natural (NBO) charge in e.
Geometry (Å):
C1 -1.480 0.765 -0.383  0.333
C2 0.061 -0.223 0.877  0.217
C3 2.002 -0.418 -0.294  -0.546
N1 -1.636 -0.526 -0.530  -0.225
N2 -0.531 1.007 0.493  -0.535
O1 -0.783 -1.209 0.333  -0.291
H1 -2.060 1.507 -0.905  0.272
H2 0.324 -0.402 1.909  0.233
H3 1.642 -0.418 -1.304  0.197
H4 2.353 -1.354 0.096  0.215
H5 2.529 0.460 0.034  0.202
H6 -2.206 -1.099 -1.140  0.465
H7 -0.216 1.911 0.812  0.466

Values from the calculation:
2S+1: 1
Energy: -302.85539 a.u.
LUMO level: -4.126 eV
Net charge: +1

***

Entry from the Open Molecules 2025 dataset: the ion C27H46FINO4S with charge +1 (ωB97M-V/def2-TZVPD).

Last column: Mulliken charge in e.
Geometry (Å):
C1 -3.042 -4.180 2.092  -0.977
C2 -3.966 -4.476 0.817  -0.473
C3 -4.298 -3.098 0.066  -0.052
C4 -4.258 -3.309 -1.493  -0.421
C5 -3.831 -2.036 -2.335  -1.396
C6 -2.430 -1.572 -1.851  0.781
C7 -1.267 -2.261 -2.398  0.323
C8 -1.337 -3.401 -3.458  -0.968
C9 -1.408 -2.782 -4.920  0.321
C10 -1.116 -1.249 -5.014  -1.037
F1 -0.450 -3.422 -5.745  -0.347
C11 0.074 -1.868 -1.922  0.703
C12 1.337 -2.567 -2.468  -0.239
O1 2.065 -3.244 -1.803  -0.432
O2 1.687 -2.362 -3.818  -0.312
S1 2.402 -3.753 -4.514  -0.073
C13 0.126 -0.797 -0.915  -0.038
C14 1.558 -0.430 -0.388  -0.853
C15 1.824 -1.421 0.849  -0.505
C16 2.456 -0.701 2.092  -0.583
C17 3.942 -0.224 1.793  -0.821
C18 3.953 1.355 1.758  -0.250
C19 3.792 1.954 3.214  -0.597
C20 3.789 3.539 3.050  -0.288
C21 3.242 4.155 4.395  -0.562
O3 3.594 5.529 4.554  -0.405
C22 3.204 6.281 3.389  -0.418
C23 -1.063 -0.124 -0.440  1.050
C24 -0.905 1.033 0.598  -0.636
C25 -1.048 2.404 -0.210  -0.246
O4 -0.024 3.331 0.117  -0.398
C26 -0.534 4.644 -0.279  -0.361
C27 -1.272 5.258 0.987  -0.938
N1 -2.302 -0.540 -0.931  -0.542
I1 -3.968 0.474 -0.207  0.270
H1 -3.067 -3.099 2.382  0.249
H2 -3.423 -4.823 2.921  0.323
H3 -1.963 -4.415 1.878  0.253
H4 -3.322 -5.096 0.136  0.222
H5 -4.884 -5.035 1.106  0.435
H6 -5.306 -2.773 0.441  0.318
H7 -3.556 -2.362 0.460  -0.215
H8 -5.296 -3.608 -1.807  0.456
H9 -3.516 -4.115 -1.720  0.237
H10 -3.687 -2.395 -3.393  0.044
H11 -4.596 -1.228 -2.389  0.693
H12 -2.287 -3.960 -3.294  0.208
H13 -0.501 -4.142 -3.345  0.424
H14 -2.420 -2.962 -5.366  0.356
H15 -0.103 -0.984 -4.630  0.194
H16 -1.140 -0.938 -6.094  0.415
H17 -1.877 -0.611 -4.491  0.216
H18 1.700 -4.833 -4.008  0.168
H19 2.342 -0.665 -1.147  0.759
H20 1.643 0.642 -0.102  0.116
H21 0.814 -1.803 1.184  0.277
H22 2.380 -2.336 0.517  0.434
H23 2.520 -1.480 2.905  0.348
H24 1.793 0.103 2.505  0.187
H25 4.252 -0.702 0.828  0.375
H26 4.585 -0.577 2.636  0.396
H27 3.082 1.747 1.164  -0.129
H28 4.940 1.659 1.312  0.432
H29 2.803 1.656 3.664  0.327
H30 4.645 1.608 3.858  0.284
H31 4.842 3.825 2.810  0.211
H32 3.106 3.806 2.204  0.247
H33 3.676 3.548 5.238  0.360
H34 2.129 3.994 4.409  0.317
H35 2.984 7.331 3.703  0.248
H36 3.996 6.249 2.601  0.225
H37 2.248 5.823 2.998  0.086
H38 -1.638 0.957 1.439  0.683
H39 0.111 1.019 1.074  -0.578
H40 -2.084 2.792 0.006  0.296
H41 -1.059 2.159 -1.315  0.292
H42 -1.273 4.489 -1.115  0.324
H43 0.267 5.300 -0.691  0.374
H44 -1.013 6.328 1.161  0.310
H45 -0.994 4.616 1.866  0.231
H46 -2.381 5.148 0.840  0.297

Values from the calculation:
2S+1: 1
Energy: -2207.43143 a.u.
LUMO level: -4.721 eV
Net charge: +1

***

Entry from the Open Molecules 2025 dataset: a structure of composition C29H35CaF6N17O5S2 (ωB97M-V/def2-TZVPD).

Last column: natural (NBO) charge in e.
Geometry (Å):
Ca1 -0.787 0.722 0.726  1.772
C1 3.070 -1.594 4.819  -0.249
N1 2.023 -0.802 4.151  -0.149
C2 1.687 -0.811 2.850  0.194
N2 0.664 0.026 2.652  -0.644
C3 0.412 0.504 3.908  0.144
N3 1.211 0.029 4.825  -0.237
C4 2.593 -2.979 5.194  0.028
C5 2.083 -3.265 6.452  -0.206
C6 1.619 -4.541 6.741  -0.189
C7 1.643 -5.535 5.780  -0.144
C8 2.140 -5.252 4.511  -0.109
C9 2.625 -3.978 4.228  -0.215
C10 2.157 -6.275 3.474  0.459
N4 1.731 -7.488 3.507  -0.264
N5 1.938 -8.015 2.247  -0.263
C11 2.472 -7.081 1.544  0.437
O1 2.652 -5.942 2.256  -0.432
C12 2.871 -7.071 0.143  -0.028
C13 2.692 -8.193 -0.662  -0.171
C14 3.065 -8.135 -1.995  -0.193
C15 3.603 -6.967 -2.528  -0.187
C16 3.783 -5.853 -1.720  -0.055
C17 4.399 -4.577 -2.249  -0.237
N6 3.734 -3.404 -1.678  -0.155
C18 2.434 -3.116 -1.680  0.184
N7 2.216 -2.012 -0.989  -0.573
C19 3.474 -1.647 -0.609  0.112
N8 4.415 -2.469 -0.995  -0.241
C20 3.426 -5.916 -0.385  -0.222
H1 3.388 -1.024 5.691  0.250
H2 3.911 -1.655 4.130  0.224
H3 2.198 -1.394 2.100  0.220
H4 -0.363 1.220 4.127  0.223
H5 2.058 -2.494 7.214  0.228
H6 1.235 -4.762 7.729  0.234
H7 1.276 -6.530 5.999  0.248
H8 3.041 -3.770 3.248  0.212
H9 2.263 -9.092 -0.238  0.248
H10 2.930 -9.002 -2.628  0.234
H11 3.886 -6.931 -3.574  0.221
H12 4.352 -4.526 -3.334  0.224
H13 5.442 -4.489 -1.953  0.256
H14 1.696 -3.747 -2.152  0.218
H15 3.699 -0.765 -0.029  0.206
H16 3.572 -5.055 0.256  0.223
F1 -4.128 -0.156 4.411  -0.282
C21 -4.686 0.226 3.278  0.773
F2 -5.456 1.278 3.466  -0.280
F3 -5.372 -0.767 2.744  -0.284
S1 -3.324 0.698 2.126  2.195
O2 -2.466 -0.460 1.955  -1.002
O3 -2.606 1.829 2.665  -0.953
N9 -4.106 1.011 0.796  -1.214
S2 -3.654 2.194 -0.133  2.235
O4 -4.341 2.112 -1.382  -0.913
O5 -2.197 2.296 -0.201  -1.055
C22 -4.177 3.797 0.687  0.758
F4 -3.095 4.401 1.183  -0.310
F5 -5.024 3.533 1.666  -0.286
F6 -4.741 4.576 -0.215  -0.279
N10 -2.648 0.169 -5.041  -0.682
C23 -2.694 0.529 -3.548  -0.037
C24 -3.145 -0.688 -2.738  -0.446
C25 -2.011 -1.561 -2.167  -0.057
N11 -1.796 -1.265 -0.733  -0.905
C26 -0.708 -1.361 -2.926  -0.417
C27 -0.206 0.085 -2.957  -0.060
N12 0.527 0.392 -1.715  -0.907
C28 -1.354 1.103 -3.124  -0.462
H17 -3.565 -0.156 -5.361  0.447
H18 -1.968 -0.572 -5.233  0.435
H19 -2.392 0.987 -5.601  0.445
H20 -3.455 1.307 -3.489  0.263
H21 -3.809 -1.306 -3.350  0.225
H22 -3.771 -0.321 -1.925  0.269
H23 -2.314 -2.603 -2.279  0.205
H24 -1.100 -1.930 -0.395  0.381
H25 -2.637 -1.503 -0.208  0.398
H26 -0.842 -1.732 -3.950  0.194
H27 0.077 -1.993 -2.509  0.246
H28 0.466 0.166 -3.816  0.191
H29 0.989 1.292 -1.813  0.374
H30 1.275 -0.297 -1.580  0.416
H31 -1.066 1.921 -3.791  0.226
H32 -1.545 1.574 -2.156  0.272
N13 -0.080 4.983 2.688  -0.581
N14 0.424 4.264 1.623  0.199
N15 1.148 4.804 0.681  -0.227
C29 1.486 3.738 -0.033  0.126
N16 0.979 2.611 0.481  -0.379
N17 0.311 2.975 1.560  -0.123
H33 -0.083 5.964 2.423  0.404
H34 -1.032 4.670 2.868  0.397
H35 2.109 3.793 -0.910  0.228

Values from the calculation:
2S+1: 1
Energy: -4505.94773 a.u.
LUMO level: -5.140 eV
Net charge: +2

***

| no. | strongest force on any atom (eV/Å) |
| --- | --- |
| 1 | 0.94 |
| 2 | 4.68 |
| 3 | 3.52 |
| 4 | 1.47 |